A single C2H5BrS2 molecule, computed with ωB97M-V with the def2-TZVPD basis set.

The geometry in XYZ format:
```
10
Properties=species:S:1:pos:R:3:forces:R:3
C 0.062 -0.068 -1.154 2.6 1.7 2.7
C -0.305 0.115 0.479 2.0 -0.4 -2.6
S -0.472 -1.419 1.416 -0.1 0.3 -0.2
S 0.975 1.358 1.101 -0.9 -0.7 -0.3
Br -0.970 -1.384 -2.092 0.4 0.5 0.2
H 1.200 -0.203 -1.137 -1.5 -1.0 -0.3
H 0.127 0.971 -1.580 -1.3 -1.0 0.1
H -1.250 0.556 0.401 -1.4 0.8 0.6
H 0.508 -2.096 0.808 0.1 0.0 0.0
H 0.125 2.171 1.758 0.1 -0.2 -0.1
```
Positions in Å, forces in eV/Å.

Calculated total energy   -93867.070 eV
E_LUMO   0.63 eV
Net charge   0
Molar mass   173.10 g/mol
Frontier orbital gap   9.796 eV
2S+1   1
SMILES   SC(S)CBr

---

A molecular structure, C52H52CdCl2NOPS4Sb2, computed with ωB97M-V with the def2-TZVPD basis set.

The geometry in XYZ format:
```
116
Properties=species:S:1:pos:R:3:forces:R:3
Cd 1.286 1.152 1.271 0.3 0.8 0.5
S 1.092 0.756 3.759 -0.4 0.0 -0.4
S 3.108 0.855 4.054 0.6 -0.1 0.0
S 3.895 -0.502 2.724 0.1 -0.2 0.5
S 3.677 0.359 0.882 -0.4 0.4 -0.4
C 3.798 5.042 2.172 -0.1 -0.2 -0.2
C 4.007 3.781 1.338 -0.1 0.1 0.0
C 5.440 3.651 0.833 -0.3 -0.1 0.1
C 3.027 3.675 0.154 0.7 0.0 -0.1
C 3.025 4.880 -0.812 0.7 -0.5 -0.1
O 1.741 5.468 -0.632 -0.5 0.4 0.1
C 1.042 4.653 0.184 0.5 -0.6 0.1
N 1.650 3.621 0.624 -0.4 -0.2 0.0
C -0.313 5.093 0.516 -0.5 0.3 0.1
C -0.550 6.469 0.477 0.1 0.0 0.0
C -1.789 6.989 0.784 0.0 0.0 0.0
C -2.826 6.139 1.135 0.0 0.0 0.0
C -2.606 4.777 1.175 0.1 0.1 0.0
C -1.356 4.236 0.875 0.4 0.1 0.0
P -1.270 2.393 0.850 -0.4 0.1 0.2
C -2.072 2.125 2.472 0.2 -0.1 -0.1
C -1.367 2.727 3.521 -0.1 0.1 -0.1
C -1.736 2.508 4.834 0.0 0.0 0.0
C -2.809 1.678 5.120 0.0 0.0 0.1
C -3.515 1.087 4.089 -0.1 -0.1 0.1
C -3.147 1.298 2.770 -0.1 0.0 -0.1
C -2.418 2.296 -0.582 0.2 -0.4 0.1
C -1.778 2.643 -1.773 0.0 -0.1 0.2
C -2.463 2.641 -2.972 0.0 0.0 -0.1
C -3.805 2.289 -2.991 0.0 0.0 -0.1
C -4.447 1.957 -1.811 -0.2 0.0 0.0
C -3.765 1.958 -0.605 0.2 0.2 0.0
H 4.054 5.948 1.624 0.1 0.1 0.0
H 2.760 5.117 2.494 0.0 0.1 0.1
H 4.430 4.990 3.057 0.0 0.1 0.1
H 3.791 2.925 1.989 0.1 0.1 -0.1
H 5.679 4.413 0.091 0.1 0.2 0.0
H 5.587 2.673 0.382 0.0 -0.1 -0.1
H 6.136 3.749 1.663 0.1 0.0 0.0
H 3.258 2.741 -0.370 0.0 0.2 0.0
H 3.128 4.576 -1.859 -0.1 0.1 0.1
H 3.793 5.619 -0.578 -0.1 0.0 0.0
H 0.263 7.126 0.209 0.0 0.1 -0.1
H -1.947 8.056 0.740 0.0 0.1 0.0
H -3.801 6.537 1.376 -0.1 0.0 0.0
H -3.420 4.112 1.434 0.0 0.0 0.0
H -0.513 3.359 3.298 -0.1 0.0 0.1
H -1.176 2.970 5.634 0.1 0.0 0.0
H -3.091 1.485 6.146 0.0 0.0 0.1
H -4.359 0.449 4.304 -0.1 -0.1 0.0
H -3.707 0.800 1.992 0.1 0.0 0.0
H -0.733 2.937 -1.739 0.1 0.0 -0.1
H -1.954 2.916 -3.885 0.0 0.0 -0.1
H -4.351 2.288 -3.923 0.0 0.0 -0.1
H -5.496 1.701 -1.826 -0.1 0.0 0.0
H -4.299 1.728 0.305 0.0 -0.1 0.0
C 1.328 -2.269 0.883 0.0 0.1 -0.2
C 0.288 -2.787 1.864 0.0 -0.2 0.1
C -0.935 -1.903 2.024 -0.1 0.1 -0.5
Sb -2.425 -1.358 0.462 -0.2 -0.7 0.1
C -3.763 -2.987 0.917 0.3 0.5 0.0
C -5.118 -2.825 0.683 -0.1 0.2 0.0
C -5.995 -3.886 0.831 -0.2 -0.1 0.0
C -5.516 -5.127 1.216 0.0 -0.1 0.1
C -4.163 -5.297 1.460 0.0 -0.2 0.0
C -3.293 -4.231 1.309 0.2 -0.1 0.2
C -2.188 -2.178 -1.547 -0.1 0.2 0.6
C -2.313 -3.513 -1.895 -0.2 -0.1 -0.1
C -2.157 -3.909 -3.214 -0.1 -0.1 0.0
C -1.877 -2.970 -4.193 0.0 -0.1 -0.1
C -1.834 -1.626 -3.865 0.0 0.1 -0.1
C -2.013 -1.238 -2.549 -0.1 0.1 -0.1
Sb 1.011 -3.280 -1.004 0.7 -0.5 0.1
C 2.516 -2.530 -2.361 -0.5 -0.1 0.4
C 3.530 -1.635 -2.072 0.1 0.1 0.2
C 4.374 -1.189 -3.078 0.0 0.1 0.0
C 4.206 -1.638 -4.378 0.1 0.1 -0.1
C 3.201 -2.546 -4.669 0.0 0.0 -0.2
C 2.360 -2.984 -3.663 -0.1 -0.1 0.0
C 2.226 -4.949 -0.333 -0.3 0.4 -0.2
C 3.596 -4.821 -0.155 0.1 0.0 0.0
C 4.351 -5.904 0.265 0.2 0.1 0.0
C 3.740 -7.120 0.517 0.0 -0.1 0.0
C 2.372 -7.250 0.356 0.0 -0.2 0.1
C 1.619 -6.168 -0.069 -0.1 0.0 0.0
H 2.333 -2.492 1.239 0.0 0.2 -0.1
H 1.231 -1.186 0.784 0.2 -0.3 0.0
H 0.746 -2.856 2.859 0.0 -0.1 -0.1
H -0.004 -3.806 1.581 -0.1 -0.1 0.2
H -0.618 -0.915 2.379 0.0 -0.1 0.0
H -1.574 -2.320 2.807 -0.2 0.1 -0.1
H -5.487 -1.854 0.380 -0.1 0.1 -0.1
H -7.050 -3.746 0.645 -0.1 0.0 0.0
H -6.192 -5.961 1.333 -0.1 0.0 0.0
H -3.782 -6.265 1.763 0.0 0.0 0.0
H -2.238 -4.378 1.501 0.1 0.0 0.0
H -2.539 -4.253 -1.142 0.1 -0.1 0.1
H -2.257 -4.954 -3.476 0.1 -0.1 0.0
H -1.723 -3.276 -5.217 0.0 -0.1 -0.1
H -1.676 -0.882 -4.635 0.0 0.0 -0.1
H -2.020 -0.187 -2.295 0.0 0.1 0.0
H 3.662 -1.268 -1.062 0.0 0.0 0.0
H 5.158 -0.483 -2.841 0.1 0.0 0.0
H 4.854 -1.280 -5.165 0.1 0.0 -0.1
H 3.065 -2.906 -5.679 0.0 0.0 -0.1
H 1.564 -3.687 -3.877 0.0 0.0 -0.2
H 4.082 -3.872 -0.346 0.0 0.0 0.0
H 5.418 -5.801 0.402 0.1 0.0 0.0
H 4.326 -7.967 0.842 0.1 0.0 0.0
H 1.896 -8.197 0.564 -0.1 -0.1 0.0
H 0.547 -6.272 -0.197 0.0 -0.1 0.0
Cl 1.953 1.930 -2.813 0.1 0.2 -0.2
C 0.809 0.595 -2.923 0.1 0.0 -0.1
Cl 0.451 0.016 -1.291 0.0 0.0 -0.1
H 1.261 -0.224 -3.483 -0.1 0.1 0.1
H -0.115 0.954 -3.375 0.1 -0.1 0.1
```
Positions in Å, forces in eV/Å.

Calculated total energy   -153619.755 eV
E_LUMO   -0.14 eV
Net charge   0
Molar mass   1293.07 g/mol
Frontier orbital gap   6.974 eV
2S+1   1

---

2 unconnected molecules or ions with the total composition C3H10NO, computed with ωB97M-V with the def2-TZVPD basis set.

The geometry in XYZ format:
```
15
Properties=species:S:1:pos:R:3:forces:R:3
C 0.579 0.379 0.876 -3.7 0.4 -3.1
O -0.513 0.461 -0.380 1.4 -1.4 3.9
C 1.838 0.480 0.222 2.8 -4.1 0.0
C 2.371 -0.542 -0.721 -2.7 1.2 -0.6
N -3.739 -0.316 0.186 2.5 1.6 -1.6
H 0.379 1.224 1.459 -0.5 1.1 1.1
H 0.271 -0.561 1.349 0.7 0.0 -0.1
H -0.059 0.952 -1.029 0.5 1.2 -1.7
H 2.576 1.142 0.624 0.3 1.1 0.0
H 3.208 -1.175 -0.402 0.4 0.5 0.5
H 2.726 0.056 -1.575 0.6 -0.1 -0.2
H 1.556 -1.182 -1.106 0.4 0.1 0.3
H -4.065 -1.022 0.729 -1.3 -3.1 2.3
H -2.746 -0.220 -0.051 0.1 0.0 0.0
H -4.381 0.324 -0.181 -1.5 1.5 -0.9
```
Positions in Å, forces in eV/Å.

Calculated total energy   -6787.225 eV
E_LUMO (alpha / beta)   -11.37 / -12.73 eV
Net charge   +2
Molar mass   76.12 g/mol
Frontier orbital gap (alpha / beta)   8.964 / 7.603 eV
2S+1   2

---

A gas-phase ion, CH5BrN (charge +1), computed with ωB97M-V with the def2-TZVPD basis set.

The geometry in XYZ format:
```
8
Properties=species:S:1:pos:R:3:forces:R:3
C 0.352 0.544 0.234 -0.4 2.8 -0.8
N -0.588 -0.554 -0.161 -1.6 0.6 2.6
Br 2.090 -0.012 -0.245 0.5 -0.1 -0.2
H 0.062 1.534 -0.359 0.5 -2.3 1.3
H 0.360 0.736 1.283 -0.4 0.1 0.6
H -0.251 -0.572 -1.090 -0.5 -1.5 -1.9
H -0.388 -1.432 0.423 -0.4 1.3 -1.4
H -1.637 -0.244 -0.085 2.3 -0.9 -0.3
```
Positions in Å, forces in eV/Å.

Calculated total energy   -72642.820 eV
E_LUMO   -4.28 eV
Net charge   +1
Molar mass   110.96 g/mol
Frontier orbital gap   11.232 eV
2S+1   1
SMILES   [NH3+]CBr

---

Copy entry 3 word for word.
2 unconnected molecules or ions with the total composition C3H10NO, computed with ωB97M-V with the def2-TZVPD basis set.

The geometry in XYZ format:
```
15
Properties=species:S:1:pos:R:3:forces:R:3
C 0.579 0.379 0.876 -3.7 0.4 -3.1
O -0.513 0.461 -0.380 1.4 -1.4 3.9
C 1.838 0.480 0.222 2.8 -4.1 0.0
C 2.371 -0.542 -0.721 -2.7 1.2 -0.6
N -3.739 -0.316 0.186 2.5 1.6 -1.6
H 0.379 1.224 1.459 -0.5 1.1 1.1
H 0.271 -0.561 1.349 0.7 0.0 -0.1
H -0.059 0.952 -1.029 0.5 1.2 -1.7
H 2.576 1.142 0.624 0.3 1.1 0.0
H 3.208 -1.175 -0.402 0.4 0.5 0.5
H 2.726 0.056 -1.575 0.6 -0.1 -0.2
H 1.556 -1.182 -1.106 0.4 0.1 0.3
H -4.065 -1.022 0.729 -1.3 -3.1 2.3
H -2.746 -0.220 -0.051 0.1 0.0 0.0
H -4.381 0.324 -0.181 -1.5 1.5 -0.9
```
Positions in Å, forces in eV/Å.

Calculated total energy   -6787.225 eV
E_LUMO (alpha / beta)   -11.37 / -12.73 eV
Net charge   +2
Molar mass   76.12 g/mol
Frontier orbital gap (alpha / beta)   8.964 / 7.603 eV
2S+1   2